1.
The following is a DFT calculation (the ωB97M-V functional and the def2-TZVPD basis) of the molecule C4H8SSi.

Output
F_max = 0.07692 hartree/bohr
Gap between HOMO and LUMO (spin up / spin down) = 7.10 / 7.03 eV
2S+1 = 1
E = -844.7369 a.u.
Total charge = 0

CARTESIAN COORDINATES (ANGSTROEM)
C -1.127 1.344 0.365
C -1.783 0.175 0.516
C -0.224 1.701 -0.594
C 0.042 -1.653 -0.551
Si 1.618 -1.049 0.205
S -1.545 -1.370 -0.148
H -1.381 2.116 1.087
H -2.657 0.311 1.095
H 0.330 2.702 -0.596
H 0.214 0.959 -1.333
H -0.022 -2.375 -1.431
H 2.799 -1.292 -0.777
H 1.950 -1.866 1.541
H 1.786 0.298 0.622

Cartesian forces, eV/Å:
2.4 3.0 -0.9
-0.9 -2.6 -0.1
2.0 0.2 -0.5
-0.2 -0.6 -1.5
1.6 -2.3 0.3
-0.5 0.8 0.4
-0.2 0.1 -0.1
-1.0 -0.8 0.6
-1.3 -1.5 0.1
-0.9 1.0 0.9
0.7 0.8 1.4
-1.0 0.0 0.6
-0.5 0.7 -1.4
-0.3 1.2 0.2


2.
The following is a DFT calculation (the ωB97M-V functional and the def2-TZVPD basis) of a structure of composition C22H34N2O6P2Re.

Output
F_max = 0.07330 hartree/bohr
Gap between HOMO and LUMO (spin up / spin down) = 5.96 / 4.84 eV
2S+1 = 4
E = -2179.6426 a.u.
Total charge = +2
Expectation value of S² = 3.78

CARTESIAN COORDINATES (ANGSTROEM)
P 0.098 -1.473 -4.745
P -0.023 1.648 -4.638
C -0.283 -0.578 -6.342
C 0.233 0.861 -6.315
H -1.375 -0.611 -6.476
H 0.190 -1.143 -7.157
H 1.312 0.906 -6.529
H -0.299 1.478 -7.053
C -1.617 2.495 -5.010
H -1.823 3.208 -4.200
H -2.431 1.761 -5.065
H -1.522 3.027 -5.964
C 1.087 3.090 -4.877
H 0.844 3.590 -5.823
H 2.128 2.743 -4.885
H 0.937 3.779 -4.036
C -1.024 -2.904 -4.997
H -0.808 -3.645 -4.216
H -0.851 -3.338 -5.990
H -2.063 -2.564 -4.904
C 1.661 -2.281 -5.290
H 2.466 -1.539 -5.357
H 1.496 -2.751 -6.267
H 1.928 -3.043 -4.546
Re -0.074 -0.053 1.805
C 0.705 1.369 0.468
C -0.744 1.320 0.391
C -1.520 0.661 -0.745
C -1.879 -0.812 -0.484
C -0.953 -1.410 0.546
C 0.497 -1.359 0.331
C 1.141 -0.700 -0.881
C 1.554 0.762 -0.626
C 0.107 -1.740 3.103
H 1.128 2.276 0.923
H -1.235 2.212 0.809
H -1.017 0.752 -1.717
H -2.455 1.222 -0.861
H -2.910 -0.878 -0.107
H -1.863 -1.397 -1.419
H -1.310 -2.344 1.000
H 1.025 -2.243 0.711
H 0.497 -0.753 -1.767
H 2.033 -1.285 -1.137
H 2.612 0.790 -0.322
H 1.492 1.342 -1.563
H 0.854 -1.579 3.894
H 0.196 -2.754 2.681
H -0.896 -1.627 3.562
O 1.841 1.807 3.775
C 0.767 1.330 4.144
O -0.288 1.096 3.385
C 0.506 0.947 5.588
C 1.459 0.178 6.267
C 1.127 -0.420 7.506
C -0.131 -0.209 8.088
C -1.065 0.603 7.423
C -0.766 1.144 6.150
N -2.356 0.868 8.016
O -2.629 0.399 9.138
O -3.164 1.573 7.371
N 2.059 -1.343 8.104
O 3.119 -1.614 7.499
O 1.753 -1.864 9.196
H 2.424 0.012 5.804
H -0.375 -0.685 9.026
H -1.527 1.688 5.606

Cartesian forces, eV/Å:
0.0 -0.6 -2.6
-0.2 0.7 -2.5
-0.2 0.6 0.4
0.2 -0.6 0.3
0.3 0.1 0.0
-0.2 0.0 0.2
-0.3 -0.1 0.0
0.3 0.0 0.2
-0.3 -0.4 1.0
-0.2 -0.1 -0.3
0.1 0.3 0.0
0.1 -0.1 0.3
0.4 -0.2 1.0
0.0 -0.2 0.2
-0.2 0.3 0.0
0.2 0.0 -0.3
-0.3 0.2 1.1
-0.2 0.0 -0.3
0.0 0.2 0.2
0.2 -0.3 -0.1
0.4 0.3 1.0
-0.1 -0.3 0.0
-0.1 0.1 0.3
0.1 0.1 -0.3
-2.1 0.3 2.3
0.0 0.6 -1.1
0.5 2.4 -2.1
-0.8 0.1 -0.3
-0.6 -0.1 0.0
-0.4 -0.6 -0.7
1.0 -1.1 -0.2
0.6 -0.2 -0.4
0.4 -0.3 -0.1
1.0 -1.2 1.7
-0.3 -0.5 0.3
0.1 -0.6 0.4
0.3 0.1 0.4
0.2 -0.1 0.1
0.3 0.0 -0.1
0.1 0.2 0.3
0.2 0.4 0.0
-0.2 0.2 -0.3
-0.1 -0.2 0.3
-0.2 0.2 0.0
-0.4 0.1 0.0
-0.1 0.0 0.3
-0.1 -0.1 -0.2
0.2 0.6 -0.1
0.0 0.4 -0.3
-2.2 -1.4 -0.2
2.6 1.6 2.2
-0.2 -0.8 -1.4
-0.5 -0.7 0.3
-0.3 -0.1 0.5
-1.1 1.2 -1.5
0.2 0.2 -0.3
1.8 -0.1 -1.1
0.1 -0.4 0.7
-3.2 0.6 1.5
1.2 0.7 -2.3
1.8 -1.3 0.8
2.0 -2.3 1.8
-2.1 0.9 0.7
0.3 1.3 -2.2
0.0 -0.1 0.2
-0.1 0.0 0.1
0.0 0.0 0.2


3.
The following is a DFT calculation (the ωB97M-V functional and the def2-TZVPD basis) of the molecule C2H4O2S.

Output
SMILES string = O=C(O)CS
F_max = 0.23908 hartree/bohr
Gap between HOMO and LUMO = 9.62 eV
2S+1 = 1
E = -627.1929 a.u.
Total charge = 0

CARTESIAN COORDINATES (ANGSTROEM)
O 0.743 1.636 0.056
C 0.630 0.358 -0.015
O 1.789 -0.240 -0.173
C -0.445 -0.363 0.183
S -2.117 0.279 -0.093
H 1.658 -1.254 -0.340
H -0.622 -1.465 -0.293
H -0.357 -0.498 1.234
H -1.278 1.545 -0.559

Cartesian forces, eV/Å:
-1.6 -4.2 -0.4
7.4 9.6 -1.7
0.8 -3.9 -0.7
-8.4 -7.5 0.1
2.3 3.7 -1.3
0.4 2.6 0.5
1.6 2.4 1.0
-0.2 -0.7 1.4
-2.3 -2.1 1.0


4.
The following is a DFT calculation (the ωB97M-V functional and the def2-TZVPD basis) of a structure of composition C3H5BrN4O2.

Output
F_max = 0.08262 hartree/bohr
Gap between HOMO and LUMO (spin up / spin down) = 8.16 / 8.16 eV
2S+1 = 1
E = -3060.6130 a.u.
Total charge = 0

CARTESIAN COORDINATES (ANGSTROEM)
C 0.701 1.540 0.887
C 0.968 0.115 -0.763
C -1.786 -0.622 -0.236
N 1.277 1.281 -0.206
N -0.441 0.856 1.121
N -0.547 -0.302 0.373
N 1.733 -1.042 -0.366
O 1.762 -2.001 -1.108
O 2.123 -0.960 0.769
Br 0.540 0.118 -2.698
H 0.803 2.519 1.387
H -2.166 0.164 -0.786
H -1.550 -1.570 -0.956
H -2.606 -0.986 0.503
H -0.811 0.891 2.079

Cartesian forces, eV/Å:
-2.4 1.6 0.3
-4.1 1.1 -0.3
-0.4 -3.9 0.0
2.5 0.3 -1.5
-0.2 0.6 1.1
3.0 -1.1 -0.4
-0.1 -1.5 0.3
0.4 0.2 0.4
0.9 -0.6 0.3
0.2 0.1 1.2
0.4 -0.9 0.2
-1.1 1.7 -1.5
-0.7 2.4 1.7
1.5 0.6 -0.9
0.0 -0.4 -0.8


5.
The following is a DFT calculation (the ωB97M-V functional and the def2-TZVPD basis) of the molecule C2H7N.

Output
SMILES string = CCN
F_max = 0.05094 hartree/bohr
Gap between HOMO and LUMO = 10.49 eV
2S+1 = 1
E = -135.1267 a.u.
Total charge = 0

CARTESIAN COORDINATES (ANGSTROEM)
C -1.067 -0.233 -0.088
C 0.190 0.594 -0.026
N 1.315 -0.288 -0.188
H -2.117 0.206 0.023
H -1.156 -0.729 -1.015
H -0.899 -0.985 0.678
H 0.187 1.324 -0.758
H 0.022 1.087 0.929
H 1.267 -1.142 0.436
H 2.256 0.167 0.010

Cartesian forces, eV/Å:
-1.5 -0.3 0.2
-1.4 -0.7 1.6
2.2 -0.8 1.2
1.8 0.1 0.4
0.2 -0.9 -1.2
-0.6 -0.3 0.2
0.2 1.6 -1.6
1.0 0.5 0.5
0.0 1.5 -0.9
-1.8 -0.7 -0.3


6.
The following is a DFT calculation (the ωB97M-V functional and the def2-TZVPD basis) of the molecule C4H5NO2.

Output
SMILES string = O=C[C@H]1CN1C=O
F_max = 0.15728 hartree/bohr
Gap between HOMO and LUMO = 10.17 eV
2S+1 = 1
E = -360.5141 a.u.
Total charge = 0

CARTESIAN COORDINATES (ANGSTROEM)
O -1.087 1.200 -0.921
C -0.126 1.390 -0.142
C 0.448 0.406 0.583
C -0.470 -0.768 1.110
N 0.560 -0.993 0.159
C 0.247 -0.904 -1.282
O 0.806 0.161 -1.772
H 0.301 2.474 -0.020
H 1.275 0.678 1.279
H -1.477 -0.855 0.592
H -0.252 -1.044 2.104
H -0.225 -1.744 -1.691

Cartesian forces, eV/Å:
1.3 1.1 2.3
-4.1 4.8 -4.4
2.6 -4.5 5.9
-1.0 1.1 -2.3
-0.3 0.9 -2.7
5.4 5.9 1.4
-2.2 -6.4 -0.7
-0.7 -1.7 -0.1
-0.8 -0.1 -0.6
0.9 0.5 1.6
-0.2 -0.7 0.9
-0.8 -0.9 -1.2


7.
The following is a DFT calculation (the ωB97M-V functional and the def2-TZVPD basis) of a cluster of 2 separate species, C2H7BNO3 in total.

Output
F_max = 0.07750 hartree/bohr
Gap between HOMO and LUMO = 12.85 eV
2S+1 = 1
E = -385.5617 a.u.
Total charge = +1

CARTESIAN COORDINATES (ANGSTROEM)
B -0.717 0.808 0.126
C -0.356 -2.235 -0.514
C 0.707 0.438 -0.492
N 1.504 -0.335 0.564
O -1.194 -2.500 -1.252
O -1.497 1.425 -0.782
O -0.875 0.422 1.409
H 1.144 1.328 -0.810
H 0.636 -0.274 -1.197
H 0.992 -0.217 1.433
H 2.468 -0.122 0.503
H 1.338 -1.285 0.280
H -2.361 1.780 -1.056
H -1.790 0.768 1.788

Cartesian forces, eV/Å:
-0.2 0.3 -1.5
-2.8 -1.3 -2.4
-0.7 0.3 3.6
-1.5 0.8 -1.2
2.4 0.7 2.3
-0.2 0.2 -0.4
-3.4 1.4 1.5
1.3 1.2 -0.5
-0.5 -1.6 -3.2
0.6 0.2 0.8
1.3 0.3 0.7
0.2 -0.9 0.2
0.6 -0.5 1.0
2.8 -1.2 -0.8


8.
The following is a DFT calculation (the ωB97M-V functional and the def2-TZVPD basis) of the molecule C5H9N3O.

Output
SMILES string = [H]/N=C(\NC)C1=CNOC1
F_max = 0.09721 hartree/bohr
Gap between HOMO and LUMO = 8.61 eV
2S+1 = 1
E = -435.2070 a.u.
Total charge = 0

CARTESIAN COORDINATES (ANGSTROEM)
H 0.567 -2.062 -2.614
N 0.749 -1.128 -2.238
C -0.087 -0.737 -1.240
N -1.316 -1.335 -0.945
C -1.468 -1.793 0.485
C 0.317 0.214 -0.148
C 1.496 0.783 0.203
N 1.494 1.630 1.198
O 0.106 1.833 1.684
C -0.769 0.866 0.659
H -1.789 -1.650 -1.848
H -1.928 -1.005 1.220
H -2.188 -2.502 0.313
H -0.802 -2.268 1.095
H 2.542 0.634 0.014
H 2.118 2.482 1.045
H -1.314 0.076 1.378
H -1.471 1.451 0.064

Cartesian forces, eV/Å:
-0.8 0.5 0.1
-1.7 1.8 3.0
3.3 -1.7 -1.3
1.4 0.8 -0.2
-4.0 2.4 -1.7
-0.3 0.2 -1.2
0.3 -1.9 -1.2
-1.2 2.7 2.5
0.2 -1.3 -2.8
1.1 0.2 3.2
0.5 -0.3 2.6
0.1 -2.2 -1.9
-2.2 -1.9 0.3
3.2 -1.1 0.4
0.2 -0.8 -1.5
-1.7 -1.1 0.6
1.7 3.5 -1.3
0.0 0.2 0.3


- Which value of E does entry 3 give?
  -627.1929 a.u.